Computed, not measured: a structure of composition C2H4N2S2, with ωB97M-V with the def2-TZVPD basis set.

Output
Energy above the lowest of the compared OMol25 structures with the same formula, charge and spin (kcal per mole): 120.7
HOMO-LUMO gap (eV): 8.3
LUMO level (eV): -0.70
Total charge: 0

Last column: Mulliken charge in e.
Atoms and positions in Å:
C (1.354, 0.124, -0.746)  0.14
C (-0.551, -1.526, -0.535)  -0.11
H (1.726, 2.806, 1.977)  0.17
H (1.778, -0.374, -1.727)  0.30
H (-0.740, 0.730, -0.149)  0.34
H (0.070, -2.481, -0.828)  0.29
N (1.964, 1.175, -0.226)  -0.37
N (0.088, -0.209, -0.368)  -0.29
S (0.770, 1.796, 0.816)  -0.21
S (-2.146, -1.736, -0.030)  -0.25



Computed, not measured: a structure of composition C10H10BClF4Ti, with ωB97M-V with the def2-TZVPD basis set.

Output
Spin multiplicity: 2
HOMO-LUMO gap (spin up / spin down) (eV): 4.7 / 4.7
LUMO level (spin up / spin down) (eV): 2.28 / 2.23
Total charge: -1
Expectation value of S²: 0.755

Last column: Mulliken charge in e.
Atoms and positions in Å:
C (2.032, -2.094, -0.557)  -0.50
C (2.092, -0.800, -1.291)  -0.58
C (0.879, -0.648, -1.985)  0.01
H (3.008, -0.255, -1.537)  0.46
C (-0.026, -1.612, -1.542)  -0.45
C (0.675, -2.559, -0.700)  -0.64
H (0.201, -3.380, -0.181)  0.45
H (2.876, -2.577, -0.061)  0.40
H (0.663, 0.103, -2.729)  0.49
H (-1.039, -1.677, -1.916)  0.38
Ti (0.975, -1.027, 0.888)  1.00
Cl (2.393, 0.488, 1.579)  -0.46
C (-1.284, 2.354, 0.741)  -0.51
C (-2.148, 1.831, -0.277)  -0.63
C (-1.481, 1.991, -1.543)  -0.67
H (-3.077, 1.273, -0.127)  0.38
C (-0.197, 2.614, -1.269)  -0.46
C (-0.115, 2.891, 0.122)  -0.84
H (0.758, 3.241, 0.636)  0.44
H (-1.470, 2.266, 1.799)  0.50
H (-1.798, 1.547, -2.513)  0.43
H (0.589, 2.682, -2.016)  0.49
F (-0.972, -0.955, 1.175)  -0.61
B (-0.925, -1.384, 3.188)  0.76
F (-0.802, -0.137, 3.727)  -0.25
F (-2.091, -2.057, 3.239)  -0.24
F (0.281, -2.119, 3.150)  -0.37



Computed, not measured: a cluster of 8 separate species, C31H66N10O10P in total, with ωB97M-V with the def2-TZVPD basis set.

Output
Energy above the lowest of the compared OMol25 structures with the same formula, charge and spin (kcal per mole): 231.2
HOMO-LUMO gap (eV): 6.1
LUMO level (eV): -4.58
Total charge: +1

Last column: Mulliken charge in e.
Atoms and positions in Å:
C (-3.651, -1.590, 2.588)  -0.42
C (-4.545, -0.198, 2.814)  -0.24
C (-5.991, -0.216, 2.042)  -0.71
N (-5.993, 0.586, 0.724)  -0.40
C (-5.100, -0.277, -0.193)  0.15
C (-3.568, 0.215, -0.433)  -0.28
C (-2.518, -0.649, -1.347)  0.36
P (-0.699, -0.148, -1.650)  0.56
C (-0.222, -0.303, -3.501)  -0.49
O (-0.645, 1.570, -1.208)  -0.61
C (-3.239, -2.029, -1.959)  -0.02
C (-2.357, -3.092, -2.892)  -0.90
C (-2.691, -2.993, -4.495)  0.68
O (-3.830, -2.558, -5.045)  -0.51
O (-1.617, -3.490, -5.418)  -0.44
N (-4.686, -2.215, -1.609)  0.43
N (-5.568, -1.515, -0.856)  -0.83
H (-2.648, -1.214, 2.062)  -0.10
H (-4.195, -2.250, 1.765)  0.17
H (-3.435, -2.164, 3.587)  0.32
H (-3.919, 0.728, 2.405)  0.11
H (-4.651, -0.101, 3.996)  0.37
H (-6.317, -1.332, 1.884)  0.33
H (-6.829, 0.289, 2.724)  0.30
H (-5.509, 1.503, 0.847)  0.40
H (-3.221, 1.214, 0.099)  0.27
H (-1.194, -0.521, -4.153)  -0.16
H (0.242, 0.742, -3.815)  0.38
H (0.569, -1.184, -3.580)  0.34
H (-0.111, 1.577, -0.354)  0.44
H (-2.577, -4.190, -2.544)  0.47
H (-1.226, -2.798, -2.703)  0.32
H (-1.050, -4.103, -4.832)  0.36
H (-5.104, -3.092, -2.053)  0.32
C (-10.318, -2.032, -1.835)  -1.14
C (-10.752, -2.217, -3.264)  0.72
O (-11.905, -2.521, -3.566)  -0.64
N (-9.814, -2.036, -4.238)  -0.14
C (-8.425, -1.681, -4.070)  -0.61
H (-11.162, -2.206, -1.165)  0.28
H (-9.528, -2.747, -1.592)  0.31
H (-9.961, -1.009, -1.686)  0.32
H (-10.167, -2.176, -5.179)  0.23
H (-8.245, -0.745, -4.604)  0.28
H (-7.814, -2.473, -4.510)  0.30
H (-8.153, -1.556, -3.021)  0.07
C (-1.073, 2.994, -7.593)  -1.39
C (-1.335, 1.834, -6.672)  0.85
O (-0.489, 1.419, -5.881)  -0.61
N (-2.562, 1.240, -6.736)  -0.02
C (-3.667, 1.590, -7.596)  -0.90
H (-0.061, 3.372, -7.437)  0.29
H (-1.167, 2.671, -8.633)  0.38
H (-1.781, 3.802, -7.383)  0.38
H (-2.676, 0.465, -6.092)  0.04
H (-4.523, 1.844, -6.966)  0.29
H (-3.912, 0.719, -8.209)  0.29
H (-3.435, 2.434, -8.246)  0.37
C (2.088, -0.105, 2.952)  -1.40
C (1.655, -0.290, 1.523)  0.76
O (0.501, -0.594, 1.221)  -0.52
N (2.593, -0.109, 0.549)  0.06
C (3.982, 0.246, 0.717)  -0.77
H (1.245, -0.279, 3.622)  0.31
H (2.879, -0.820, 3.195)  0.34
H (2.445, 0.918, 3.101)  0.40
H (2.239, -0.249, -0.391)  0.12
H (4.161, 1.182, 0.183)  0.06
H (4.592, -0.546, 0.277)  0.33
H (4.253, 0.371, 1.766)  0.36
C (7.052, -2.660, 2.518)  -1.27
C (7.295, -2.848, 1.045)  0.77
O (7.642, -1.922, 0.313)  -0.65
N (7.117, -4.098, 0.529)  -0.17
C (6.715, -5.294, 1.232)  -0.81
H (7.230, -1.619, 2.795)  0.27
H (6.015, -2.911, 2.758)  0.34
H (7.736, -3.293, 3.091)  0.42
H (7.296, -4.160, -0.467)  0.23
H (7.502, -6.042, 1.111)  0.28
H (5.791, -5.662, 0.780)  0.27
H (6.550, -5.113, 2.295)  0.32
C (3.915, 4.538, -0.890)  -1.39
C (4.338, 4.318, 0.537)  0.88
O (4.450, 3.193, 1.023)  -0.60
N (4.599, 5.420, 1.297)  -0.02
C (4.521, 6.806, 0.897)  -0.97
H (3.739, 3.577, -1.378)  0.23
H (2.987, 5.116, -0.917)  0.38
H (4.704, 5.064, -1.433)  0.39
H (4.879, 5.206, 2.248)  0.12
H (5.507, 7.256, 1.032)  0.28
H (3.799, 7.307, 1.546)  0.31
H (4.211, 6.919, -0.142)  0.38
C (7.704, 5.285, 4.096)  -1.32
C (6.395, 5.149, 4.825)  0.78
O (5.480, 4.440, 4.406)  -0.67
N (6.243, 5.846, 5.988)  -0.17
C (7.200, 6.719, 6.625)  -0.83
H (7.689, 4.679, 3.188)  0.27
H (7.864, 6.330, 3.813)  0.38
H (8.521, 4.937, 4.733)  0.44
H (5.340, 5.712, 6.431)  0.25
H (7.407, 6.327, 7.623)  0.28
H (6.754, 7.712, 6.708)  0.28
H (8.133, 6.788, 6.064)  0.33
C (0.314, -5.134, 5.327)  -1.34
C (0.303, -3.766, 4.699)  0.90
O (0.768, -2.779, 5.267)  -0.64
N (-0.248, -3.645, 3.457)  0.00
C (-0.837, -4.686, 2.648)  -0.89
H (0.781, -5.086, 6.313)  0.30
H (-0.711, -5.496, 5.445)  0.36
H (0.890, -5.824, 4.703)  0.36
H (-0.226, -2.701, 3.089)  0.04
H (-0.284, -4.741, 1.707)  0.27
H (-1.875, -4.415, 2.445)  0.23
H (-0.808, -5.659, 3.140)  0.38



Computed, not measured: an isolated molecule of C4H4BrNO, with ωB97M-V with the def2-TZVPD basis set.

Output
Energy above the lowest of the compared OMol25 structures with the same formula, charge and spin (kcal per mole): 15.8
HOMO-LUMO gap (eV): 9.8
LUMO level (eV): 0.81
Total charge: 0

Last column: Mulliken charge in e.
Atoms and positions in Å:
C (0.718, -1.556, -0.354)  -0.97
C (0.146, -0.251, -0.009)  0.76
C (0.138, 0.511, 1.123)  -0.49
O (-0.562, 1.634, 0.930)  -0.25
C (-0.983, 1.482, -0.309)  0.32
Br (-2.004, 2.852, -0.999)  -0.13
N (-0.584, 0.397, -1.006)  -0.51
H (1.352, -1.527, -1.272)  0.27
H (1.339, -1.849, 0.517)  0.27
H (-0.151, -2.030, -0.683)  0.30
H (0.589, 0.338, 2.061)  0.42



Computed, not measured: a structure of composition C3H5N4O, with ωB97M-V with the def2-TZVPD basis set.

Output
Energy above the lowest of the compared OMol25 structures with the same formula, charge and spin (kcal per mole): 88.1
HOMO-LUMO gap (eV): 10.3
LUMO level (eV): -4.97
Total charge: +1

Last column: Mulliken charge in e.
Atoms and positions in Å:
C (-0.715, 0.007, -2.051)  0.07
C (0.217, -0.410, -0.379)  -0.18
C (0.127, 0.224, 0.901)  0.66
N (-0.406, -0.975, -2.644)  -0.11
N (0.687, -1.530, -0.726)  -0.24
N (-0.539, -0.352, 1.843)  -0.27
N (0.694, 1.441, 1.007)  -0.38
O (0.412, -1.848, -2.009)  -0.01
H (-0.984, 1.045, -2.363)  0.36
H (-1.016, -1.183, 1.461)  0.30
H (-0.897, 0.089, 2.626)  0.26
H (1.514, 1.592, 0.491)  0.28
H (0.907, 1.901, 1.840)  0.25



Computed, not measured: a cluster of 2 separate species, C12H14BN5O4 in total, with ωB97M-V with the def2-TZVPD basis set.

Output
HOMO-LUMO gap (eV): 4.2
LUMO level (eV): -2.26
Total charge: 0

Last column: Mulliken charge in e.
Atoms and positions in Å:
C (-7.919, -10.223, -1.601)  -1.43
C (-6.457, -10.425, -1.440)  0.87
N (-5.771, -9.269, -1.436)  0.15
B (-6.645, -8.072, -1.710)  0.21
H (-5.449, -5.230, 0.604)  0.14
C (-4.463, -9.240, -1.121)  1.06
C (-3.871, -7.881, -0.945)  -1.51
C (-3.778, -10.426, -0.884)  -0.81
C (-4.455, -11.648, -0.940)  -0.27
C (-5.817, -11.618, -1.223)  -0.81
H (-8.414, -11.172, -1.815)  0.42
H (-8.375, -9.803, -0.694)  0.35
H (-8.118, -9.472, -2.383)  0.36
H (-6.321, -7.465, -2.667)  0.03
H (-7.160, -7.656, -0.726)  0.01
H (-2.783, -7.917, -1.057)  0.44
H (-4.294, -7.172, -1.668)  0.30
H (-4.052, -7.483, 0.068)  0.39
H (-2.722, -10.366, -0.611)  0.43
H (-3.919, -12.595, -0.822)  0.43
H (-6.419, -12.530, -1.253)  0.38
O (-4.026, -6.089, 2.135)  -0.66
N (-4.277, -4.919, 2.550)  0.85
C (-4.585, -3.920, 1.546)  -0.53
C (-4.748, -4.572, 0.198)  0.06
C (-5.382, -3.685, -0.769)  0.03
N (-5.455, -3.799, -2.118)  0.62
O (-5.193, -4.652, -2.944)  -0.80
O (-6.064, -2.560, -2.538)  -0.23
N (-6.408, -1.747, -1.444)  -0.53
C (-5.951, -2.466, -0.351)  0.74
N (-6.024, -2.072, 0.919)  -0.70
C (-5.371, -2.807, 1.843)  -0.23
O (-4.262, -4.633, 3.760)  -0.67
H (-3.914, -5.142, -0.199)  0.49
H (-5.513, -2.571, 2.901)  0.43



Computed, not measured: an isolated molecule of C3H3N3O2, with ωB97M-V with the def2-TZVPD basis set.

Output
Energy above the lowest of the compared OMol25 structures with the same formula, charge and spin (kcal per mole): 126.2
HOMO-LUMO gap (eV): 10.6
LUMO level (eV): 0.04
Total charge: 0

Last column: Mulliken charge in e.
Atoms and positions in Å:
H (-0.268, 2.575, 0.567)  0.34
N (-0.986, 1.944, -0.154)  -0.58
C (-0.807, 0.774, 0.034)  0.57
O (-1.764, -0.155, -0.016)  -0.29
N (-1.246, -1.618, -0.216)  -0.28
C (-0.009, -1.383, 0.081)  0.07
N (0.402, -0.149, 0.462)  -0.02
C (1.500, 0.405, -0.108)  0.24
O (2.638, -0.087, -0.151)  -0.51
H (0.799, -2.214, 0.212)  0.34
H (1.187, 1.563, -0.133)  0.12



Computed, not measured: a structure of composition C34H43Ge2N5O2SW, with ωB97M-V with the def2-TZVPD basis set.

Output
Spin multiplicity: 2
HOMO-LUMO gap (spin up / spin down) (eV): 3.7 / 3.7
LUMO level (spin up / spin down) (eV): -11.55 / -11.42
Total charge: +3
Expectation value of S²: 0.775

Last column: Mulliken charge in e.
Atoms and positions in Å:
W (-0.883, -0.624, -0.595)  1.85
N (-2.532, -0.764, 1.444)  -0.51
C (-3.434, -1.927, 1.284)  -0.93
C (-2.647, -3.185, 0.835)  -0.76
N (-1.281, -2.823, 0.379)  -0.53
C (-0.594, -3.880, -0.399)  -0.11
C (-0.710, -3.629, -1.904)  -0.76
N (-0.151, -2.293, -2.242)  -0.53
H (-3.100, 0.085, 1.513)  0.30
H (-2.068, -0.850, 2.352)  0.18
H (-3.964, -2.149, 2.218)  0.46
H (-4.193, -1.663, 0.540)  0.41
H (-2.593, -3.901, 1.659)  0.49
H (-3.181, -3.676, 0.022)  0.62
H (-0.737, -2.715, 1.243)  0.18
H (0.463, -3.880, -0.111)  -0.08
H (-1.006, -4.864, -0.167)  0.55
H (-0.181, -4.430, -2.434)  0.56
H (-1.756, -3.663, -2.219)  0.25
H (0.872, -2.382, -2.290)  0.00
H (-0.449, -2.046, -3.194)  0.39
O (-0.811, 1.366, 0.311)  -0.87
S (0.236, 1.656, -0.804)  1.27
O (1.740, 0.872, 1.273)  0.10
N (-0.626, 0.931, -2.037)  -0.36
C (-1.881, 1.489, -2.379)  0.37
C (-2.110, 2.776, -2.827)  -0.15
C (-3.406, 3.189, -3.167)  -1.23
C (-4.467, 2.322, -3.132)  -0.81
C (-4.272, 0.987, -2.727)  0.42
C (-5.284, 0.009, -2.753)  -0.62
C (-4.966, -1.283, -2.409)  -1.46
C (-3.694, -1.567, -1.918)  -0.08
N (-2.723, -0.658, -1.768)  0.36
C (-2.983, 0.598, -2.275)  0.55
C (0.311, 3.431, -1.017)  0.34
C (0.927, 3.924, -2.163)  -0.40
C (1.248, 5.268, -2.228)  -0.85
C (0.988, 6.093, -1.142)  -0.59
C (0.414, 5.579, 0.011)  -0.86
C (0.081, 4.236, 0.084)  -0.69
H (-1.301, 3.481, -2.931)  0.49
H (-3.559, 4.212, -3.475)  0.46
H (-5.454, 2.632, -3.435)  0.48
H (-6.277, 0.276, -3.074)  0.52
H (-5.683, -2.081, -2.498)  0.50
H (-3.457, -2.583, -1.633)  0.43
H (1.132, 3.267, -2.997)  0.58
H (1.718, 5.660, -3.117)  0.49
H (1.251, 7.137, -1.192)  0.45
H (0.245, 6.211, 0.869)  0.49
H (-0.341, 3.801, 0.978)  0.54
C (4.810, 0.338, -0.063)  -1.17
Ge (3.371, -0.692, -0.946)  1.23
C (2.588, 0.282, -2.514)  -1.16
C (4.023, -2.458, -1.627)  -1.32
Ge (1.302, -0.773, 0.595)  -0.08
C (1.781, -2.052, 2.072)  0.90
C (1.514, -1.930, 3.435)  0.06
C (2.016, -2.852, 4.339)  -0.75
C (2.802, -3.905, 3.900)  -0.68
C (3.095, -4.031, 2.552)  -0.96
C (2.569, -3.129, 1.648)  -0.73
C (1.358, 1.476, 2.417)  0.26
C (0.192, 1.096, 3.088)  1.06
C (-0.224, 1.766, 4.219)  -0.61
C (0.519, 2.838, 4.701)  -0.77
C (1.675, 3.228, 4.034)  -0.70
C (2.098, 2.561, 2.901)  -0.61
H (5.614, 0.479, -0.784)  0.48
H (5.198, -0.209, 0.792)  0.40
H (4.450, 1.308, 0.268)  0.31
H (3.128, 0.024, -3.422)  0.61
H (2.728, 1.347, -2.358)  0.30
H (1.522, 0.093, -2.678)  0.30
H (4.524, -2.242, -2.568)  0.49
H (3.273, -3.225, -1.805)  0.42
H (4.765, -2.865, -0.946)  0.42
H (0.943, -1.092, 3.810)  0.47
H (1.811, -2.737, 5.392)  0.50
H (3.189, -4.619, 4.608)  0.44
H (3.747, -4.817, 2.206)  0.48
H (2.812, -3.222, 0.596)  0.26
H (-0.395, 0.292, 2.648)  -0.63
H (-1.126, 1.479, 4.739)  0.45
H (0.192, 3.366, 5.584)  0.47
H (2.252, 4.058, 4.410)  0.50
H (3.007, 2.850, 2.395)  0.47



Computed, not measured: a cluster of 2 separate species, C3H12N2OS in total, with ωB97M-V with the def2-TZVPD basis set.

Output
Energy above the lowest of the compared OMol25 structures with the same formula, charge and spin (kcal per mole): 53.4
HOMO-LUMO gap (eV): 9.5
LUMO level (eV): 0.71
Total charge: 0

Last column: Mulliken charge in e.
Atoms and positions in Å:
N (1.728, 0.361, -1.077)  -0.52
C (1.159, -0.925, -0.797)  -0.80
C (0.090, -1.051, 0.351)  0.44
N (0.431, -0.373, 1.662)  -0.55
C (-1.247, -0.339, -0.046)  -0.88
S (-2.533, -0.682, -1.380)  -0.19
H (2.507, 0.715, -0.417)  0.30
H (1.084, 1.206, -1.255)  0.23
H (1.970, -1.684, -0.272)  0.27
H (0.811, -1.353, -1.698)  0.39
H (-0.117, -2.147, 0.729)  0.31
H (0.344, -0.965, 2.475)  0.24
H (1.429, -0.019, 1.503)  0.19
H (-0.853, 0.563, -0.276)  0.02
H (-1.791, -0.235, 0.855)  0.45
H (-1.624, -1.321, -2.093)  0.10
O (-0.782, 2.602, 0.570)  -0.65
H (-1.057, 3.202, 1.271)  0.29
H (-1.548, 2.446, -0.105)  0.35



Computed, not measured: an isolated molecule of C6H13NO, with ωB97M-V with the def2-TZVPD basis set.

Output
Energy above the lowest of the compared OMol25 structures with the same formula, charge and spin (kcal per mole): 97.7
HOMO-LUMO gap (eV): 9.7
LUMO level (eV): 1.06
Total charge: 0

Last column: Mulliken charge in e.
Atoms and positions in Å:
C (0.396, -1.830, -1.501)  -0.92
C (-0.459, -1.474, -0.519)  0.03
C (-1.510, -0.433, -0.736)  -0.76
N (-1.323, 0.713, 0.126)  -0.15
O (-2.198, 0.560, 1.254)  -0.44
C (0.317, 0.909, 0.616)  0.55
C (1.087, 0.069, 1.629)  -1.43
C (1.175, 1.325, -0.571)  -1.46
H (1.070, -2.671, -1.393)  0.28
H (0.477, -1.240, -2.408)  0.29
H (-0.529, -2.064, 0.389)  0.41
H (-2.489, -0.903, -0.563)  0.36
H (-1.555, -0.113, -1.788)  0.32
H (-2.763, 1.347, 1.188)  0.35
H (0.103, 1.835, 1.161)  0.41
H (0.459, -0.225, 2.475)  0.34
H (1.555, -0.818, 1.194)  0.33
H (1.933, 0.654, 2.013)  0.41
H (1.783, 0.503, -0.958)  0.28
H (1.900, 2.082, -0.246)  0.44
H (0.569, 1.773, -1.362)  0.36



Computed, not measured: a structure of composition FeH3O, with ωB97M-V with the def2-TZVPD basis set.

Output
Spin multiplicity: 5
HOMO-LUMO gap (spin up / spin down) (eV): 9.5 / 9.4
LUMO level (spin up / spin down) (eV): -7.13 / -7.29
Total charge: +1
Expectation value of S²: 6.008

Last column: Mulliken charge in e.
Atoms and positions in Å:
Fe (-0.950, 0.141, -0.966)  1.12
O (0.320, -0.803, -0.070)  -0.71
H (1.120, -1.187, -0.433)  0.32
H (-0.021, 0.520, 0.825)  0.26
H (-0.468, 1.328, 0.645)  0.00



Max |F| per entry: 6.1; 3.7; 9.0; 4.2; 6.6; 4.7; 7.5; 4.0; 5.0; 2.9; 2.8 eV Å⁻¹